12
Properties=species:S:1:pos:R:3:forces:R:3 method="wB97M-V/def2-TZVPD" homo_energy_ha="-0.2882 / -0.3945" spin_multiplicity=4 charge=0 s_squared=3.760 total_energy_ev=-82836.0113 gap_ev="8.07 / 6.46"
Pd -30.282700 -25.625230 24.642160 0.555 0.282 1.188
Br -29.227570 -25.072210 26.920900 -0.554 -0.298 -1.188
C -29.187940 -19.887440 26.391440 -1.729 -1.012 0.919
C -28.837820 -21.366330 26.212070 -1.690 -0.780 -1.029
O -27.487070 -21.335620 25.825650 0.776 0.416 0.166
C -27.003110 -20.135240 26.219150 4.778 0.707 -0.960
O -25.838070 -19.743270 26.163680 -2.507 -1.753 -0.012
O -27.939230 -19.342710 26.639910 -0.978 1.884 0.810
H -29.871490 -19.717580 27.223300 0.322 -0.060 0.358
H -29.718820 -19.413750 25.565680 0.571 -0.128 -0.543
H -29.448890 -21.804270 25.422820 0.216 0.093 -0.413
H -28.994380 -22.092800 27.009460 0.240 0.649 0.704

***

9
Properties=species:S:1:pos:R:3:forces:R:3 method="wB97M-V/def2-TZVPD" homo_energy_ha="-0.5923 / -0.6582" spin_multiplicity=3 charge=+2 s_squared=2.009 total_energy_ev=-18128.7673 gap_ev="4.64 / 7.05"
C 0.041664 0.486618 0.430193 0.552 0.271 1.025
C -0.886398 -0.681651 0.106389 0.721 0.416 -0.357
C -0.490161 0.344029 -0.898271 -0.194 -0.715 -0.144
H -0.329293 1.278439 1.092948 0.577 -0.254 -0.161
H -1.909711 -0.687241 0.501740 0.423 0.021 -0.034
H -0.398188 -1.664162 0.076922 -0.297 0.243 -0.122
H -0.983014 0.956752 -1.651235 0.230 -0.145 0.258
O 1.527590 0.237882 0.703039 2.993 -1.174 -3.150
Ce 3.427511 -0.270665 -0.361726 -5.005 1.337 2.686

***

11
Properties=species:S:1:pos:R:3:forces:R:3 method="wB97M-V/def2-TZVPD" homo_energy_ha=-0.3557 charge=0 total_energy_ev=-37809.9023 gap_ev=9.34
C -0.809029 -0.232982 -0.356749 -3.646 1.062 0.310
C 0.204828 0.276516 0.593484 -0.114 -0.353 0.361
C -2.046292 -1.095555 0.490282 0.953 0.856 -2.565
N -0.880604 -0.001160 -1.584113 0.536 0.038 0.097
Cl -3.461082 -1.312740 -0.666426 0.629 0.400 1.135
Cl -1.279010 -2.641345 0.651143 0.263 -1.180 0.321
I -2.526147 -0.356374 2.425219 -0.421 0.175 -0.279
H 1.140613 0.213454 0.070144 0.709 -0.002 0.366
H 0.104022 1.203355 1.184346 -0.505 0.267 -1.321
H 0.041840 -0.386763 1.413618 1.293 -1.020 0.710
H -1.684718 -0.296909 -2.153729 0.304 -0.242 0.865

***

13
Properties=species:S:1:pos:R:3:forces:R:3 method="wB97M-V/def2-TZVPD" homo_energy_ha="-0.5389 / -0.5386" charge=+1 total_energy_ev=-34726.3575 gap_ev="7.05 / 7.01"
C -1.002012 -0.942829 0.505849 0.677 -1.570 -2.230
C 1.188180 0.886753 0.080557 3.217 -1.822 -0.804
C -0.058890 -0.954227 -0.767532 -2.302 0.501 -1.095
N 0.122220 1.526996 0.132661 -3.738 2.115 1.955
N -1.433098 0.276242 0.915136 0.983 2.150 1.149
N 1.168679 -0.325992 -0.558703 2.404 0.245 1.064
O -1.293977 -2.040161 0.863086 -0.930 -0.008 1.326
Cl 2.687752 1.507183 0.740339 -0.779 -0.646 -0.627
Cl -2.758406 0.992361 0.309686 -0.106 -0.491 -0.248
H 0.068017 -2.073715 -0.924696 -0.234 1.748 -0.472
H -0.797420 -0.308630 -1.484947 1.954 -1.742 0.878
H 0.075478 2.387117 0.768458 0.146 -1.652 -1.166
H 2.033480 -0.931099 -0.579898 -1.290 1.174 0.270

***

14
Properties=species:S:1:pos:R:3:forces:R:3 method="wB97M-V/def2-TZVPD" homo_energy_ha=0.0134 smiles="O=P([O-])([O-])[C@H](Cl)[C@@H](Cl)CCl" charge=-2 total_energy_ev=-56175.3928 gap_ev=4.67
C 0.085020 -0.981757 -1.865304 2.277 -0.771 1.004
C 0.286838 0.140474 -0.913835 -1.129 0.980 3.847
C -0.484848 -0.102158 0.692674 -1.142 0.663 -3.709
O 0.263375 2.333108 1.295921 0.402 0.295 -0.123
O 1.242401 0.465514 2.833195 0.099 -0.041 -0.302
O -1.206061 1.161054 2.981343 -0.868 -0.310 0.562
P 0.051550 1.110690 2.166669 -0.137 0.369 -0.695
Cl -1.308993 -0.640249 -2.751338 -2.725 -0.045 -1.660
Cl 2.010605 0.323706 -0.394657 -0.217 -0.077 -1.125
Cl -0.156383 -1.807190 0.987945 0.168 -1.425 0.721
H 0.061527 -1.979138 -1.408164 -0.140 0.391 -0.073
H 0.904655 -0.919934 -2.548050 0.641 -0.316 -0.614
H -0.137418 1.025552 -1.462661 0.958 -0.246 1.298
H -1.612270 -0.129671 0.386262 1.814 0.533 0.870

***

9
Properties=species:S:1:pos:R:3:forces:R:3 method="wB97M-V/def2-TZVPD" homo_energy_ha=-0.3566 smiles="FC/C=C/Cl" charge=0 total_energy_ev=-18414.4337 gap_ev=10.66
C 0.202459 -1.442293 1.322190 0.619 -0.258 3.415
C -0.418147 -0.964560 0.130607 -0.046 2.561 -1.110
C -0.058210 0.280090 -0.206348 0.439 0.474 -1.570
H 0.520081 -2.481184 1.345693 0.237 -0.106 -0.372
H -0.503196 -1.322708 2.173222 0.065 -0.333 -0.418
H -1.232583 -1.567273 -0.183927 -0.639 -0.083 -0.872
H 0.816334 0.778574 0.218439 -0.619 -0.466 0.190
F 1.275467 -0.630483 1.718261 0.206 -0.568 -0.087
Cl -0.555085 1.354560 -1.558616 -0.262 -1.219 0.824

***

9
Properties=species:S:1:pos:R:3:forces:R:3 method="wB97M-V/def2-TZVPD" homo_energy_ha=-0.3501 charge=0 total_energy_ev=-18414.1592 gap_ev=10.44
C 0.274616 -0.849426 -0.793713 -3.182 -1.277 0.524
C 0.246847 0.506971 -0.135657 -0.132 -0.242 0.886
C -0.415126 0.839629 0.964408 -2.191 -2.842 0.310
H 0.981741 -0.758646 -1.547188 1.155 -0.018 -1.694
H 0.657596 -1.719143 -0.155635 -1.043 1.320 -0.517
H -0.784924 -1.092248 -1.317397 2.478 0.229 1.373
H 0.888885 1.189053 -0.629113 0.641 0.927 0.246
F -1.443819 -0.064821 1.401628 1.579 0.453 -1.020
Cl -0.405815 1.948632 2.212667 0.694 1.450 -0.108

***

9
Properties=species:S:1:pos:R:3:forces:R:3 method="wB97M-V/def2-TZVPD" homo_energy_ha=-0.3693 smiles="C=C[C@@H](F)Cl" charge=0 total_energy_ev=-18413.5856 gap_ev=9.45
C -0.206875 -1.336345 -0.417403 0.699 1.311 -0.904
C 0.047462 -0.065991 -0.574493 0.885 1.714 -4.172
C -0.264887 0.915184 0.411399 2.580 0.365 2.487
F -0.822888 0.446428 1.516373 -0.123 -0.869 0.459
Cl 1.833447 1.361287 0.982988 -2.000 -0.148 -0.414
H 0.068691 -1.924011 -1.233433 0.076 -1.590 -0.608
H -0.550761 -1.565959 0.511029 -1.168 -1.750 2.171
H 0.518630 0.262267 -1.604539 -1.051 -0.193 2.455
H -0.622820 1.907138 0.408078 0.100 1.161 -1.474

***

9
Properties=species:S:1:pos:R:3:forces:R:3 method="wB97M-V/def2-TZVPD" homo_energy_ha=-0.3598 smiles="C=C(F)CCl" charge=0 total_energy_ev=-18412.9865 gap_ev=10.35
C -1.003672 0.568801 0.407173 -1.354 1.244 -3.287
C 0.193924 0.316087 -0.518089 3.468 -5.041 -0.451
C 1.157817 -0.587129 -0.057076 0.698 1.227 -5.773
H -2.045233 0.502863 -0.252099 2.727 0.471 1.997
H -0.744745 1.569010 0.814967 -1.182 -0.553 0.113
H 2.016392 -0.996582 -0.842825 -2.352 1.653 1.854
H 1.120298 -1.275868 0.722930 -0.239 0.009 1.701
F 0.325272 0.536306 -1.970264 -1.133 0.668 3.607
Cl -1.020053 -0.633488 1.695284 -0.632 0.323 0.238

***

11
Properties=species:S:1:pos:R:3:forces:R:3 method="wB97M-V/def2-TZVPD" homo_energy_ha=-0.3539 charge=0 total_energy_ev=-21394.5211 gap_ev=10.18
C 0.577359 -0.570609 0.002802 0.738 0.253 2.138
C -0.750185 -0.175936 -0.575530 1.801 -2.138 -0.432
C -1.412430 0.926649 -0.486062 -0.469 4.068 0.889
H 1.847942 0.180007 1.361947 2.186 -0.664 2.102
H 0.749534 1.379569 0.829645 0.328 -0.666 -0.044
H 1.734163 -2.178605 0.391967 0.863 0.478 0.690
H -2.436313 1.015590 -0.789449 -0.128 0.386 -0.213
N 1.192833 0.465786 0.739047 -2.660 0.167 -3.074
N 0.904618 -1.805414 -0.004999 -1.504 0.965 -1.437
F -0.912491 2.199483 0.031130 -0.829 -2.947 -0.760
Cl -1.495028 -1.436520 -1.500499 -0.326 0.097 0.142

***

11
Properties=species:S:1:pos:R:3:forces:R:3 method="wB97M-V/def2-TZVPD" homo_energy_ha=-0.3417 smiles="[H]/N=C(N)/C=C(/F)Cl" charge=0 total_energy_ev=-21394.9180 gap_ev=10.05
C -0.556680 -0.321333 -0.072931 1.959 -2.548 -0.272
C 0.585660 0.616633 -0.185204 -2.337 0.251 0.107
C 1.842223 0.323611 0.032828 1.121 -0.219 -0.765
H -1.766590 1.235612 0.020309 -0.358 -0.034 0.282
H -2.505637 -0.220546 0.282152 -3.053 -1.911 -0.176
H -1.173350 -2.140839 0.021618 0.159 0.207 -0.238
H 0.250094 1.666742 -0.313248 0.948 -0.614 0.176
N -1.702813 0.271878 0.312351 2.059 2.875 0.116
N -0.339275 -1.592138 -0.219763 -0.617 0.999 0.351
F 2.685139 1.350654 0.007112 0.739 0.116 0.196
Cl 2.681234 -1.190275 0.114774 -0.619 0.876 0.223

***

11
Properties=species:S:1:pos:R:3:forces:R:3 method="wB97M-V/def2-TZVPD" homo_energy_ha=-0.3486 smiles="C[C@](F)(Cl)C(O)=S" charge=0 total_energy_ev=-31298.1216 gap_ev=9.17
C 0.664627 1.369118 0.165459 1.959 -1.978 0.516
C 0.528466 -0.210041 0.078868 0.230 2.561 1.006
C -0.894345 -0.706946 -0.152250 -1.263 0.831 -0.627
H 0.418832 1.735275 -0.800651 -0.205 0.578 -0.677
H 1.765726 1.582422 0.408501 -1.632 -0.327 -0.426
H 0.045219 1.791669 0.922551 -0.559 0.165 0.526
H -1.892823 -2.300952 -0.048776 0.362 0.354 -0.119
O -0.969765 -1.989074 0.035487 0.191 -1.557 0.500
F 0.995468 -0.750698 1.271208 -0.277 0.023 -0.850
S -2.226999 0.149801 -0.612960 1.093 0.036 0.316
Cl 1.565594 -0.670570 -1.267437 0.102 -0.685 -0.165

***

Energy above the lowest of the compared OMol25 structures with the same formula, charge and spin in kJ/mol, matching the order above: 0.0; 0.0; 43.3; 269.5; 312.6; 61.8; 88.2; 143.6; 201.4; 69.3; 31.0; 0.0
Molecular weight in u, matching the order above: 274.39; 196.18; 251.88; 168.99; 225.40; 94.52; 94.52; 94.52; 94.52; 122.53; 122.53; 142.58